1.
Molecular formula: C28H51BrF2N2O3PS2Si
Method: DFT, ωB97M-V with the def2-TZVPD basis set

As for the highest occupied orbital energy: -0.39789 Eh. The net charge is +1. Its total energy is -153293.654 eV. For the gap between HOMO and LUMO, the calculation gives 8.643 eV.

CARTESIAN COORDINATES (ANGSTROEM)
H (-4.6769, -1.5219, 0.1358)
C (4.1392, 0.5180, 0.8498)
N (2.6959, 2.7111, 1.0583)
C (3.0189, 4.0457, 3.2350)
C (-0.0707, -4.0794, 0.5374)
C (1.2984, 2.3111, 1.4906)
H (4.6218, 2.3211, 1.8582)
C (-3.2767, 2.4287, 0.4285)
O (-6.1384, -2.5724, -0.9576)
H (4.4152, 5.0717, 4.5317)
H (-4.2976, -0.2109, -1.0207)
Si (1.1096, -2.7181, -1.7269)
H (2.5967, -0.2756, -2.4186)
H (3.9839, 1.9960, -1.6573)
C (-1.6121, -3.1726, -1.0855)
H (-8.1113, -3.2452, -3.0124)
H (5.7307, -0.9294, 1.0883)
C (-1.1439, -4.5084, 1.3260)
H (-7.9294, -5.4450, 0.1605)
C (2.6576, -2.7245, -0.6523)
C (2.9887, 4.0579, 1.7029)
H (-2.0752, 0.8315, -0.3845)
C (2.5776, 2.8041, -0.4458)
H (3.9529, 4.3854, 1.3255)
C (1.4656, -3.7111, -3.2683)
C (0.4945, 1.7919, 0.2719)
H (-0.8911, 3.4052, 0.6224)
H (2.5874, 3.1525, 3.6720)
C (-4.8142, -0.4797, -0.1039)
C (-2.0103, 1.6169, 0.3643)
H (3.3148, -0.1739, 0.7351)
C (0.5493, -0.9638, -2.1326)
H (0.9405, -4.2596, 0.8690)
C (-0.8273, 2.5209, -0.0165)
H (4.6678, -0.8244, 2.4520)
H (4.5880, 3.1512, -0.6430)
C (5.1867, -0.2276, 1.7069)
O (-4.4487, 1.7114, 0.8534)
H (-0.2934, -1.0703, -2.8109)
S (2.8979, 5.9225, -1.3696)
H (0.8203, 4.1116, -2.0100)
C (1.5902, -0.0016, -2.7281)
F (1.9152, 2.3109, -3.0806)
H (5.8585, 0.4526, 2.2179)
Br (5.0090, 2.6806, 4.8485)
H (-1.7807, 1.2045, 1.3418)
H (3.3032, 1.3744, 2.5616)
H (-1.8477, -2.6525, -2.0035)
H (2.8601, -3.7194, -0.2710)
H (2.4095, 4.8699, 3.5878)
H (-3.2626, -4.5628, 1.5572)
C (3.7308, 1.7476, 1.6432)
H (-3.5045, 2.8630, -0.5442)
H (2.1148, -4.5515, -3.0423)
H (2.2774, 4.7985, 1.3762)
H (5.1718, 4.4251, 3.0965)
S (-7.4262, -3.2938, -0.7484)
H (0.5781, -4.0780, -3.7732)
H (-0.9475, -5.0107, 2.2598)
C (1.2722, 1.4152, -2.2774)
H (-8.7393, -4.6850, -2.1761)
C (4.4181, 4.2351, 3.8503)
C (-2.4536, -4.2497, 0.9168)
H (0.2058, 0.7672, 0.4812)
H (3.5374, -2.3384, -1.1584)
C (-0.2897, -3.4048, -0.6745)
P (1.6835, 4.4727, -0.9702)
C (-7.0327, -4.8297, 0.0943)
F (-0.0548, 1.6323, -2.4874)
H (0.7444, 3.1256, 1.9411)
H (4.5992, 0.7401, -0.1023)
C (-4.3286, 0.3626, 1.0286)
H (-3.7001, -3.3710, -0.5851)
H (1.2931, 1.5265, 2.2381)
H (1.5524, 0.0035, -3.8117)
H (-0.9243, 2.8836, -1.0299)
N (3.7873, 2.8700, -1.1915)
H (0.8204, 4.8356, 0.0760)
C (-2.6884, -3.5880, -0.2915)
C (1.6172, 1.6737, -0.7965)
H (-6.2476, -5.3541, -0.4510)
H (2.4559, -2.1038, 0.2228)
H (2.0198, -3.0875, -3.9707)
H (0.1447, -0.5509, -1.2112)
C (-7.8686, -4.0452, -2.3168)
O (-3.9133, -0.0789, 2.0389)
H (-5.8669, -0.2668, -0.2643)
H (2.0948, 0.7426, -0.4963)
H (-7.0253, -4.6227, -2.6953)
H (-3.1590, 3.2616, 1.1168)
H (-6.6862, -4.5806, 1.0951)

Atomic forces in eV per Å
0.02 0.09 -0.02
0.59 -0.34 0.66
-0.86 0.52 1.39
0.43 -0.01 0.24
-0.65 0.11 -0.20
-1.41 -0.71 -0.24
0.09 0.23 0.07
-0.64 0.04 0.05
-0.23 -0.55 -0.28
0.09 0.04 0.26
0.09 0.01 -0.19
0.01 -0.57 0.38
0.25 0.17 -0.01
0.13 0.03 -0.09
-0.37 -0.41 0.86
0.00 0.03 0.03
0.27 0.00 -0.09
0.10 0.41 -0.55
-0.01 0.02 0.01
-0.48 0.46 0.02
0.61 0.02 0.24
-0.11 -0.36 0.08
-0.61 0.99 -1.56
0.11 0.00 -0.20
0.12 0.36 -0.01
0.43 -0.26 -0.67
0.05 0.13 0.06
-0.25 -0.12 -0.10
0.11 0.61 0.35
0.61 0.62 -0.20
-0.23 -0.01 -0.33
0.48 -0.28 -0.15
0.10 -0.08 0.10
-0.20 0.42 0.65
0.05 0.01 0.28
0.07 0.32 -0.21
-0.70 -0.12 -0.09
0.17 0.61 -0.44
-0.18 0.19 -0.06
-0.06 -0.20 0.08
-0.05 -0.29 0.17
-0.53 0.05 0.22
0.25 0.12 -0.11
0.27 0.04 -0.02
0.07 0.00 0.05
-0.19 -0.36 0.12
0.05 0.30 0.39
0.12 0.05 -0.15
0.14 -0.22 -0.10
-0.20 0.13 -0.05
-0.22 0.02 -0.03
0.07 -0.53 -0.94
0.01 -0.01 -0.21
-0.01 -0.22 0.11
-0.26 -0.14 -0.20
0.15 0.00 -0.08
-0.17 -0.11 -0.01
-0.16 -0.04 -0.04
-0.04 -0.10 0.12
0.04 -0.23 -0.08
-0.02 0.02 0.00
-0.24 -0.07 -0.21
0.65 0.07 -0.25
0.00 -0.16 0.16
0.20 -0.03 -0.08
-0.06 0.05 -0.16
0.79 0.95 0.07
0.06 -0.06 0.02
-0.24 0.11 -0.29
0.37 0.49 -0.01
-0.19 0.13 -0.22
-0.54 -0.05 -1.23
-0.26 0.00 -0.20
0.63 -0.03 0.15
0.06 -0.07 -0.20
0.02 -0.06 -0.13
0.08 -0.68 0.64
-0.33 -0.42 -0.07
0.57 -0.09 0.28
-0.05 -0.56 0.55
0.00 0.04 -0.03
0.07 0.08 0.13
0.02 0.06 -0.16
-0.13 -0.04 0.18
0.00 -0.05 -0.08
0.85 -0.63 1.76
-0.08 -0.07 -0.06
0.35 0.03 -0.07
0.02 0.02 0.03
0.09 0.09 0.19
-0.02 0.04 0.00

2.
Molecular formula: C28H51NO4
Method: DFT, ωB97M-V with the def2-TZVPD basis set

As for the highest occupied orbital energy: -0.18875 Eh. Its total energy is -39538.851 eV. For the gap between HOMO and LUMO, the calculation gives 4.675 eV.

CARTESIAN COORDINATES (ANGSTROEM)
C (1.1976, 5.6141, -0.0251)
H (0.7229, 4.4600, 1.7277)
C (1.2203, 0.5105, -1.3604)
H (-1.7549, 0.9514, 3.8343)
C (1.4200, -1.2229, 6.2134)
H (1.7856, 1.4095, -1.1125)
C (0.0739, 1.1460, 5.5923)
C (-1.6843, -1.3307, -0.7099)
H (4.0632, 1.6683, -3.0401)
C (-1.5126, 0.1404, 1.3313)
H (5.0682, 1.0980, -4.4016)
C (-0.0740, 3.3840, 0.0408)
H (-2.1426, -1.7668, -3.7339)
H (-2.1422, -0.7598, 4.1705)
H (1.3780, 2.0878, 6.9945)
H (-2.2513, -3.8060, 0.4611)
C (-1.3568, -0.0583, 3.9009)
H (-0.0630, 5.2321, -1.7843)
O (0.2598, 0.7104, -2.3648)
H (-2.5995, -2.7013, -5.1696)
H (-0.6553, 5.2135, 0.9879)
C (0.7219, 5.9048, -1.4583)
C (1.7816, -0.0276, 6.8284)
H (-0.5354, -1.4648, 2.4870)
O (4.8384, -0.2325, -2.8854)
C (-2.0838, -3.3082, 1.4104)
H (1.1742, -0.2781, 0.5891)
H (0.3223, 6.9128, -1.5247)
C (4.3016, 0.8266, -3.6849)
C (0.4485, -0.0381, -0.1876)
H (-3.1672, -0.3856, 0.2662)
H (0.6281, 3.1964, -0.7672)
H (1.9417, -0.2612, -1.6502)
O (1.9352, 1.2214, -3.9374)
C (-0.1908, -1.3910, -0.6212)
H (-3.3356, -3.8284, 3.1518)
C (-2.5609, -4.2599, 2.5261)
H (4.6248, -0.0699, -1.9676)
H (2.2225, 5.2538, -0.0054)
H (1.9364, -2.1452, 6.4284)
H (1.2196, 6.5655, 0.5046)
H (-2.2225, 0.8678, 1.7211)
C (0.3893, -1.2340, 5.2731)
H (-3.0781, -1.6696, 2.4248)
C (1.1087, 1.1515, 6.5326)
C (0.7273, 0.5793, -3.6797)
C (-0.6172, 0.9126, 0.3621)
C (3.0057, 0.3955, -4.3833)
N (-2.3435, -0.8879, 0.5806)
C (-0.8782, -3.4993, -4.0497)
H (0.2967, -3.5950, -5.9193)
H (2.8453, -0.6503, -4.1370)
H (2.5940, -0.0250, 7.5377)
H (-1.0591, 3.4615, -0.4169)
C (-1.7534, -2.3421, -4.5813)
H (-1.2177, 1.2193, -0.4957)
H (0.0118, -2.9895, -3.5544)
H (0.1959, -2.2106, -0.0246)
C (0.2760, 4.6957, 0.7622)
H (-0.4558, 2.0541, 5.3488)
C (-2.8819, -2.0150, 1.4160)
H (-0.0336, 1.0457, -4.3008)
H (0.9869, 2.0060, 1.2355)
H (-1.9176, -0.5512, -1.4286)
H (0.1297, -1.5882, -1.6421)
H (1.5586, 5.8766, -2.1478)
C (-0.2749, -0.0437, 4.9577)
H (-1.0137, -3.1643, 1.4878)
H (0.2434, 0.0803, 2.5366)
H (-1.1647, -1.6553, -5.2167)
O (-1.6038, -4.3175, -3.2658)
H (0.0945, -2.1502, 4.7837)
H (-2.8907, -5.1977, 2.0983)
H (-0.5506, 2.4419, 1.9383)
H (-1.0973, -4.6927, -5.8567)
H (-2.1506, -2.2298, -1.0948)
H (3.1359, 0.5243, -5.4550)
C (-0.2931, -4.2555, -5.2616)
C (-0.0626, 2.1932, 0.9955)
C (-0.7295, -0.3986, 2.5310)
H (0.3639, -5.0582, -4.9228)
H (-1.7189, -4.5154, 3.1614)
H (0.7281, -0.4906, -3.9038)
H (-3.8589, -2.2492, 0.9989)

Atomic forces in eV per Å
-0.37 0.53 0.09
0.16 0.03 0.10
-0.07 -0.49 0.12
-0.36 0.05 0.07
-0.42 0.18 -0.49
-0.03 0.22 -0.10
0.46 -0.60 0.21
-0.04 0.31 -0.42
0.06 0.35 -0.14
0.21 0.43 0.27
0.11 0.10 -0.09
-0.13 0.09 0.41
-0.07 -0.01 0.01
-0.22 0.03 0.02
0.13 0.03 0.18
0.15 0.01 -0.25
0.73 0.16 -0.18
0.04 -0.22 -0.18
0.23 1.02 0.09
0.01 -0.20 0.09
-0.09 0.16 0.04
0.23 0.29 0.27
-0.07 -0.03 -0.03
0.05 -0.10 -0.20
0.13 -0.02 -0.19
-0.21 -0.37 -0.08
0.07 0.22 0.25
-0.16 0.11 0.01
-0.27 -0.50 0.43
-0.01 -0.67 0.29
-0.05 0.11 0.05
0.07 -0.04 -0.16
0.11 0.00 -0.16
-0.04 -0.28 0.40
0.51 0.22 -0.11
-0.21 -0.03 0.04
0.55 0.09 -0.18
-0.05 0.01 0.15
0.08 -0.30 -0.11
0.12 -0.04 0.16
0.20 0.09 0.13
-0.34 -0.10 0.03
0.25 0.68 0.43
0.25 0.36 0.11
-0.33 -0.17 -0.47
-0.74 -0.19 -0.77
-0.07 -0.26 -0.32
0.68 0.50 0.21
0.02 -0.11 0.07
-0.85 -0.46 -0.36
-0.05 -0.06 0.05
-0.19 -0.17 -0.11
0.08 0.04 0.12
-0.09 0.02 -0.14
0.55 0.60 -0.16
-0.20 0.04 -0.01
0.00 -0.06 0.10
-0.17 -0.15 0.15
-0.11 -0.33 -0.18
-0.04 0.15 0.00
-0.27 -0.44 -0.07
-0.22 0.03 0.02
0.08 0.02 0.32
-0.12 0.09 -0.10
-0.04 -0.31 -0.10
-0.01 -0.19 -0.25
-0.30 -0.29 0.07
0.10 0.22 0.05
0.18 0.06 -0.16
-0.14 0.00 0.05
0.30 0.36 0.70
0.02 -0.17 -0.02
-0.34 -0.09 0.01
-0.23 0.03 0.04
-0.09 -0.02 0.10
0.00 -0.41 0.12
-0.25 -0.14 -0.22
0.43 0.33 -0.16
0.59 -0.27 -0.34
-0.24 0.00 0.40
-0.07 -0.04 0.06
0.03 0.03 0.26
0.51 -0.14 -0.22
-0.13 0.02 -0.11

Which formula does entry 1 have?
C28H51BrF2N2O3PS2Si

Which of these has the lowest highest occupied orbital energy?
C28H51BrF2N2O3PS2Si